Record 1
C21H33Be2Br2Cl3LiN2O8PS as an isolated structure, computed with wB97M-V/def2-TZVPD.

Each line ends with the Löwdin charge.
Element x y z (Å)
C: -2.70 -1.35 5.62  -0.05
C: -2.22 -0.51 4.40  -0.27
O: -2.15 -1.25 3.22  -0.15
P: -1.09 -2.46 3.02  0.46
O: -1.79 -3.73 2.89  -0.32
C: -0.22 -2.01 1.52  -0.22
C: -1.29 -1.88 0.44  -0.14
N: -0.69 -1.43 -0.83  -0.03
C: -0.75 -0.13 -1.16  0.00
C: -0.21 0.30 -2.36  0.06
C: 0.40 -0.61 -3.22  -0.12
C: 1.00 -0.11 -4.47  -0.16
C: 2.10 0.72 -4.38  0.04
C: 2.69 1.27 -5.52  -0.04
N: 2.17 0.98 -6.73  -0.02
C: 2.71 1.58 -7.97  -0.16
C: 1.94 2.85 -8.28  -0.27
C: 2.40 4.09 -7.54  -0.65
Br: 1.85 5.68 -8.48  0.66
C: 1.12 0.15 -6.84  0.02
C: 0.49 -0.41 -5.74  0.05
C: 0.44 -1.95 -2.84  0.08
C: -0.12 -2.33 -1.64  0.04
O: -0.10 -2.51 4.28  -0.19
C: 0.97 -1.59 4.59  -0.35
C: 1.96 -2.31 5.37  -0.26
H: -3.22 -0.68 6.30  0.09
H: -3.42 -2.07 5.24  0.12
H: -1.94 -1.97 6.16  0.10
H: -2.96 0.26 4.25  0.16
H: -1.28 0.07 4.53  0.03
H: 0.24 -1.03 1.62  0.09
H: 0.53 -2.76 1.27  0.02
H: -1.83 -2.80 0.26  0.14
H: -2.01 -1.13 0.75  0.12
H: -1.24 0.53 -0.47  0.13
H: -0.27 1.34 -2.63  0.14
H: 2.54 0.96 -3.43  0.13
H: 3.60 1.93 -5.43  -0.04
H: 3.79 1.79 -7.80  -0.01
H: 2.61 0.87 -8.78  0.13
H: 1.99 3.04 -9.35  0.10
H: 0.89 2.70 -8.03  0.11
H: 3.47 4.12 -7.40  0.01
H: 1.94 4.16 -6.56  0.05
H: 0.75 -0.06 -7.83  0.15
H: -0.36 -1.06 -5.85  0.13
H: 0.90 -2.69 -3.48  0.14
H: -0.11 -3.36 -1.32  0.14
H: 1.45 -1.14 3.74  0.10
H: 0.65 -0.76 5.35  0.00
H: 1.48 -2.64 6.27  0.02
H: 2.81 -1.63 5.54  -0.03
H: 2.34 -3.17 4.82  0.13
Br: 3.20 -1.62 7.65  0.24
O: -4.76 -1.53 8.11  -0.19
S: -5.79 -2.26 7.35  0.29
O: -5.54 -1.96 5.93  -0.20
O: -7.12 -1.79 7.72  -0.10
O: -5.62 -3.69 7.58  -0.11
Cl: 0.72 1.44 3.56  0.67
C: 1.40 2.84 2.68  -0.57
C: 0.36 3.93 2.50  -0.69
Cl: -0.97 3.52 1.39  0.61
H: 1.78 2.49 1.72  0.09
H: 2.23 3.22 3.26  0.10
H: 0.85 4.81 2.07  0.03
H: -0.09 4.20 3.46  0.08
Li: -0.21 6.27 1.69  0.89
Be: 0.08 -5.29 1.62  0.38
Cl: 5.26 2.40 -6.41  -0.16
O: -4.09 0.05 -1.48  -0.35
H: -3.22 -0.35 -1.65  -0.17
Be: -0.71 -0.54 6.14  0.76

The calculation puts the HOMO-LUMO gap at 0.0573 Ha. Its net charge is +2. Its spin multiplicity is 1. Its calculated total energy is -240423.940 eV. The LUMO energy is -9.7408 eV.



Record 2
C51H32AsCl2F4N11O2PbS as an isolated structure, computed with wB97M-V/def2-TZVPD.

Each line ends with the Löwdin charge.
Element x y z (Å)
Pb: 1.50 1.29 -0.11  1.30
Cl: 3.13 -1.93 6.57  0.79
C: 3.21 -1.41 4.95  -0.64
C: 2.23 -0.66 4.44  -0.02
C: 2.29 -0.23 3.05  -0.15
N: 1.41 0.48 2.46  0.09
C: 0.24 0.95 3.11  -0.42
O: -0.55 0.23 3.67  0.13
C: 0.04 2.42 2.95  -0.25
C: -0.86 3.08 3.78  0.01
C: -1.01 4.45 3.63  -0.03
C: -0.27 5.10 2.66  -0.03
C: 0.59 4.35 1.86  -0.13
N: 0.76 3.04 2.01  0.01
C: 3.51 -0.59 2.23  -0.16
C: 4.51 -1.42 2.86  -0.02
C: 4.38 -1.80 4.14  -0.64
Cl: 5.58 -2.76 4.86  0.80
N: 3.56 -0.07 1.06  0.08
C: 4.60 -0.38 0.15  -0.44
O: 5.11 -1.46 0.04  0.10
C: 4.95 0.75 -0.78  -0.22
C: 6.14 0.69 -1.48  0.03
C: 6.46 1.74 -2.32  -0.01
C: 5.58 2.80 -2.44  -0.02
C: 4.40 2.77 -1.71  -0.13
N: 4.09 1.77 -0.89  0.00
H: 1.37 -0.39 5.03  0.12
H: -1.41 2.51 4.52  0.13
H: -1.69 5.00 4.27  0.12
H: -0.36 6.16 2.51  0.12
H: 1.17 4.83 1.08  0.12
H: 5.38 -1.73 2.29  0.12
H: 6.79 -0.17 -1.35  0.13
H: 7.39 1.73 -2.88  0.13
H: 5.80 3.65 -3.08  0.12
H: 3.68 3.57 -1.79  0.12
N: -2.29 3.03 -2.74  0.13
C: -3.16 3.84 -1.98  -0.23
C: -4.04 4.70 -2.61  0.00
C: -4.87 5.52 -1.85  -0.06
C: -4.82 5.48 -0.47  -0.07
C: -3.93 4.62 0.16  -0.09
C: -3.12 3.79 -0.59  -0.44
S: -2.06 2.62 0.21  0.98
N: -0.93 2.23 -1.00  -0.32
C: -1.20 2.40 -2.24  -0.37
C: -0.25 1.84 -3.26  -0.21
C: -0.70 1.49 -4.53  0.00
C: 0.22 1.00 -5.45  -0.03
C: 1.55 0.87 -5.07  -0.03
C: 1.89 1.21 -3.77  -0.17
N: 1.02 1.67 -2.88  0.03
H: -2.32 3.19 -3.74  0.14
H: -4.07 4.74 -3.69  0.12
H: -5.57 6.18 -2.36  0.12
H: -5.47 6.12 0.12  0.11
H: -3.87 4.59 1.24  0.11
H: -1.74 1.55 -4.80  0.12
H: -0.10 0.72 -6.44  0.13
H: 2.30 0.51 -5.76  0.12
H: 2.91 1.09 -3.42  0.10
C: 3.28 -2.05 -2.73  -0.25
As: 1.88 -1.45 -1.53  1.08
C: 0.33 -1.90 -2.61  -0.26
C: 1.88 -2.86 -0.16  -0.31
C: 1.72 -4.25 -0.71  -0.32
C: 2.84 -5.00 -1.07  -0.06
C: 2.70 -6.27 -1.61  -0.07
C: 1.43 -6.80 -1.80  -0.07
C: 0.31 -6.07 -1.44  -0.07
C: 0.46 -4.80 -0.90  -0.07
H: 3.11 -3.10 -2.98  0.04
H: 4.26 -1.95 -2.27  0.02
H: 3.24 -1.47 -3.65  0.02
H: 0.43 -2.91 -3.00  0.04
H: 0.25 -1.19 -3.43  0.01
H: -0.57 -1.84 -2.00  0.01
H: 1.07 -2.61 0.53  0.06
H: 2.83 -2.76 0.38  0.06
H: 3.83 -4.59 -0.91  0.12
H: 3.58 -6.84 -1.87  0.11
H: 1.32 -7.79 -2.22  0.11
H: -0.67 -6.49 -1.57  0.11
H: -0.42 -4.24 -0.60  0.11
F: -2.23 -1.92 2.57  0.13
C: -3.55 -1.81 2.40  -0.13
C: -4.37 -2.28 3.34  -0.12
F: -3.85 -2.83 4.43  0.16
C: -5.82 -2.23 3.21  0.00
C: -6.30 -1.66 1.96  -0.12
C: -5.46 -1.20 1.01  -0.13
F: -5.96 -0.68 -0.10  0.15
C: -4.02 -1.22 1.17  0.00
C: -3.18 -0.73 0.22  -0.13
C: -1.75 -0.66 0.38  -0.16
N: -0.62 -0.50 0.35  0.16
C: -3.57 -0.21 -1.06  -0.18
N: -3.74 0.22 -2.11  0.23
F: -7.59 -1.59 1.75  0.17
C: -6.66 -2.68 4.18  -0.10
C: -6.21 -3.22 5.43  -0.14
N: -5.92 -3.65 6.45  0.24
C: -8.09 -2.64 4.07  -0.14
N: -9.24 -2.64 4.06  0.24

The calculation puts the HOMO-LUMO gap (spin up / spin down) at 0.1828 / 0.1827 Ha. Its net charge is +2. Its spin multiplicity is 1. Its calculated total energy is -186713.108 eV. The LUMO energy (spin up / spin down) is -7.0998 / -7.1005 eV. The energy above the lowest of the compared OMol25 structures with the same formula, charge and spin comes out at 0.00 kcal per mole.